# 1
# C2H3N3S

A 3-piece molecular cluster, C2H3N3S overall (ωB97M-V/def2-TZVPD, the Open Molecules 2025 dataset).

Last column: natural (NBO) charge in e.
Atoms and positions in Å:
C: 0.13303 -0.34118 -0.17889  -0.1222
C: 0.12791 0.65444 -1.17592  0.1840
N: 0.33024 1.85129 -1.23772  -0.6063
N: 0.90243 -1.11136 0.36858  0.0318
N: 1.47682 -1.70763 1.17838  0.0390
S: -0.62333 -0.78074 -1.91017  0.1091
H: -1.39346 -0.49227 2.89285  0.0083
H: 0.11468 2.46686 -1.92690  0.3759
H: -1.06832 -0.53941 1.98979  -0.0197

The value obtained for the HOMO-LUMO gap is 7.83 eV. As for the charge: 0. As for the LUMO energy: -1.14 eV.

# 2
# C2H3N3S2

One molecule with the formula C2H3N3S2 (ωB97M-V/def2-TZVPD, the Open Molecules 2025 dataset).

Last column: natural (NBO) charge in e.
Atoms and positions in Å:
C: 0.69976 -0.48934 -0.30725  -0.1723
C: -0.47305 -0.70213 0.61880  -0.2990
N: 0.18726 0.22133 -1.40042  -0.2903
N: -0.73295 0.90098 -0.79919  -0.0516
N: -0.93068 0.67598 0.45137  -0.2692
S: 2.38260 -0.84397 -0.01485  0.1774
S: 1.46865 0.85071 0.80128  0.0400
H: -1.24230 -1.39598 0.25188  0.2052
H: -0.21212 -0.92850 1.64592  0.2437
H: -1.14717 1.71091 -1.24753  0.4160

The value obtained for the HOMO-LUMO gap is 8.32 eV. As for the charge: 0. As for the LUMO energy: 0.05 eV.

# 3
# C2H3N4

A 2-piece molecular cluster, C2H3N4 overall (ωB97M-V/def2-TZVPD, the Open Molecules 2025 dataset).

Last column: natural (NBO) charge in e.
Atoms and positions in Å:
C: -1.33669 0.69870 0.41406  0.3367
C: -1.08955 -0.37365 -0.43761  -0.7823
N: 1.60820 -0.15450 -0.61272  -0.6176
N: -1.52668 1.52500 1.18135  -0.4004
N: 2.26370 0.01975 0.32526  0.1903
N: 2.97481 0.23220 1.20452  -0.5139
H: -1.54350 -0.27364 -1.38198  0.2251
H: -0.11974 -0.38322 -0.67733  0.3292
H: -1.23055 -1.29063 -0.01555  0.2329

The value obtained for the HOMO-LUMO gap is 7.02 eV. As for the charge: -1. As for the LUMO energy: 4.14 eV.

# 4
# C2H3N4

An isolated ion of composition C2H3N4 and charge +1 (ωB97M-V/def2-TZVPD, the Open Molecules 2025 dataset).

Last column: natural (NBO) charge in e.
Atoms and positions in Å:
C: -0.21131 -0.00571 -0.08573  0.5301
C: 0.49802 -1.00074 0.72064  -0.7104
N: 0.61828 0.94897 -0.77065  0.0330
N: -1.42575 0.44098 -0.41638  -0.1487
N: -0.11098 1.78830 -1.18284  0.2462
N: -1.33023 1.52969 -0.95921  0.0955
H: 1.35554 -0.50271 1.20913  0.3139
H: 0.88598 -1.81259 0.05273  0.3362
H: -0.27954 -1.38619 1.43232  0.3042

As for the spin multiplicity: 3. The expectation value of S² is 2.010. The value obtained for the HOMO-LUMO gap (spin up / spin down) is 12.22 / 6.75 eV. As for the charge: +1. As for the LUMO energy (spin up / spin down): -5.54 / -10.58 eV.

What did we get for energy above the lowest of the compared OMol25 structures with the same formula, charge and spin? Answer: 5.628, 3.608, 1.570, 1.287 eV, in the order shown.
What did we get for M? Answer: 101.13, 133.20, 83.07, 83.07 g mol⁻¹, in the order shown.
What did we get for F_max? Answer: 0.15902, 0.05551, 0.08260, 0.11729 Eh/bohr, in the order shown.